Record 1
# C30H42AuBN2O2S5

A molecular structure, C30H42AuBN2O2S5 in a non-equilibrium geometry (ωB97M-V/def2-TZVPD, the OMol25 dataset).

Cartesian coordinates (Å):
Au1 1.608 1.248 -1.324
C1 4.161 2.312 -3.669
C2 5.048 1.769 -2.538
S1 4.322 1.539 -0.906
C3 4.244 3.193 -0.171
C4 3.514 4.286 -0.934
S2 1.772 3.918 -1.361
C5 1.697 4.308 -3.138
C6 1.510 3.133 -4.093
S3 2.476 1.632 -3.777
H1 4.636 2.064 -4.617
H2 4.070 3.392 -3.618
H3 5.917 2.418 -2.424
H4 5.413 0.774 -2.790
H5 5.266 3.520 0.025
H6 3.767 3.014 0.795
H7 4.038 4.561 -1.846
H8 3.481 5.170 -0.297
H9 2.581 4.896 -3.374
H10 0.839 4.969 -3.255
H11 1.734 3.459 -5.110
H12 0.477 2.783 -4.083
S4 -0.961 1.533 -1.126
C7 -1.328 1.045 0.442
N1 -2.586 0.961 0.821
C8 -2.931 0.704 2.221
C9 -2.010 -0.335 2.767
N2 -0.623 0.114 2.585
C10 0.318 -0.331 3.634
C11 -0.171 0.044 5.011
C12 -0.357 -0.932 5.980
C13 -0.789 -0.580 7.253
C14 -1.043 0.748 7.556
C15 -0.865 1.728 6.586
C16 -0.426 1.377 5.320
C17 -0.253 0.711 1.474
S5 1.372 1.090 1.212
C18 -3.740 1.115 -0.086
C19 -4.495 -0.189 -0.167
C20 -5.811 -0.280 0.266
C21 -6.486 -1.492 0.199
C22 -5.843 -2.617 -0.294
C23 -4.525 -2.530 -0.728
C24 -3.852 -1.320 -0.666
H13 -3.958 0.351 2.258
H14 -2.855 1.633 2.792
H15 -2.153 -1.293 2.260
H16 -2.187 -0.468 3.831
H17 1.284 0.118 3.440
H18 0.425 -1.415 3.547
H19 -0.159 -1.972 5.744
H20 -0.930 -1.346 8.005
H21 -1.373 1.022 8.549
H22 -1.060 2.765 6.825
H23 -0.269 2.148 4.570
H24 -3.376 1.421 -1.058
H25 -4.377 1.911 0.305
H26 -6.318 0.601 0.647
H27 -7.513 -1.556 0.533
H28 -6.370 -3.561 -0.347
H29 -4.031 -3.410 -1.120
H30 -2.825 -1.247 -1.016
C25 2.541 -3.589 -1.061
C26 1.901 -2.878 -2.241
C27 2.374 -3.466 -3.551
O1 2.360 -1.469 -2.171
B1 1.346 -0.802 -1.606
O2 0.194 -1.453 -1.377
C28 0.343 -2.731 -2.113
C29 -0.354 -2.525 -3.447
C30 -0.329 -3.825 -1.315
H31 3.621 -3.461 -1.116
H32 2.319 -4.655 -1.085
H33 2.195 -3.177 -0.111
H34 3.460 -3.551 -3.540
H35 2.084 -2.853 -4.402
H36 1.957 -4.466 -3.680
H37 0.131 -1.740 -4.032
H38 -1.387 -2.226 -3.266
H39 -0.357 -3.445 -4.031
H40 0.025 -3.853 -0.286
H41 -0.134 -4.794 -1.777
H42 -1.408 -3.663 -1.311

Values from the calculation:
- energy relative to the best compared isomer or geometry (same formula, charge and spin) (kJ/mol) = 3.9
- charge = +2
- E_HOMO (eV) = -12.91

Atom charges from the Mulliken analysis, given in e for atoms 1 to 2: atom 1 (Au): 0.194, atom 2 (C): -0.640

Record 2
# C30H42BF2FeN12O4S3

A molecular structure, C30H42BF2FeN12O4S3 in a non-equilibrium geometry (ωB97M-V/def2-TZVPD, the OMol25 dataset).

Cartesian coordinates (Å):
Fe1 -0.413 -0.561 -0.848
C1 2.604 -4.115 3.644
C2 2.346 -3.025 2.605
C3 2.050 -3.679 1.262
C4 3.576 -2.122 2.527
N1 1.166 -2.202 3.034
C5 0.466 -2.404 4.209
C6 -0.460 -1.431 4.296
N2 -0.334 -0.621 3.191
B1 -1.232 0.638 3.063
N3 -2.616 0.414 2.411
C7 -3.673 1.200 2.807
C8 -4.727 0.894 2.034
N4 -4.320 -0.087 1.144
C9 -3.009 -0.353 1.379
S1 -2.002 -1.531 0.631
C10 -5.300 -0.607 0.137
C11 -4.728 -1.660 -0.804
C12 -6.464 -1.231 0.911
C13 -5.784 0.586 -0.690
N5 -0.434 1.813 2.448
C14 0.509 2.443 3.229
C15 1.157 3.335 2.462
N6 0.610 3.263 1.193
C16 -0.353 2.303 1.195
S2 -1.331 1.817 -0.131
C17 1.053 4.112 0.042
C18 2.184 5.026 0.508
C19 -0.114 4.981 -0.423
C20 1.579 3.219 -1.075
C21 0.654 -1.108 2.413
S3 1.186 -0.432 0.912
H1 3.466 -4.688 3.306
H2 1.763 -4.804 3.730
H3 2.843 -3.704 4.625
H4 2.888 -4.319 0.984
H5 1.921 -2.934 0.484
H6 1.146 -4.288 1.320
H7 4.439 -2.723 2.241
H8 3.775 -1.663 3.498
H9 3.447 -1.341 1.781
H10 0.687 -3.202 4.888
H11 -1.184 -1.227 5.064
H12 -1.477 0.959 4.203
H13 -3.582 1.898 3.619
H14 -5.729 1.277 2.050
H15 -4.350 -2.528 -0.271
H16 -3.925 -1.271 -1.428
H17 -5.548 -1.975 -1.452
H18 -6.106 -2.040 1.549
H19 -7.185 -1.643 0.205
H20 -6.986 -0.504 1.533
H21 -4.941 1.078 -1.172
H22 -6.306 1.325 -0.083
H23 -6.470 0.237 -1.462
H24 0.632 2.198 4.268
H25 1.943 4.017 2.718
H26 1.865 5.707 1.299
H27 2.492 5.629 -0.345
H28 3.053 4.459 0.842
H29 -0.458 5.623 0.390
H30 -0.944 4.373 -0.773
H31 0.223 5.615 -1.244
H32 2.402 2.601 -0.710
H33 1.944 3.843 -1.892
H34 0.808 2.568 -1.473
O1 1.036 1.067 -3.707
C22 1.628 0.361 -2.903
O2 1.182 -0.111 -1.794
C23 3.074 -0.021 -3.137
C24 3.742 0.431 -4.266
C25 5.069 0.082 -4.486
C26 5.737 -0.724 -3.580
C27 5.053 -1.153 -2.454
C28 3.736 -0.819 -2.212
N7 5.758 -1.994 -1.473
O3 5.189 -2.231 -0.425
O4 6.763 -2.568 -1.847
H35 3.202 1.057 -4.963
H36 5.587 0.440 -5.367
H37 6.765 -1.020 -3.726
H38 3.223 -1.168 -1.327
F1 1.144 -2.788 -1.429
C29 -0.178 -2.437 -1.362
F2 -0.706 -2.812 -2.570
H39 -0.650 -3.098 -0.624
N8 -1.450 0.106 -5.960
N9 -1.722 0.177 -4.605
N10 -2.566 1.051 -4.103
C30 -2.411 0.830 -2.811
N11 -1.508 -0.135 -2.572
N12 -1.084 -0.541 -3.748
H40 -2.306 -0.162 -6.435
H41 -0.760 -0.631 -6.068
H42 -2.941 1.382 -2.058

Values from the calculation:
- 2S+1 = 2
- energy relative to the best compared isomer or geometry (same formula, charge and spin) (kJ/mol) = 0.0
- charge = 0
- E_HOMO (spin up / spin down) (eV) = -7.70 / -7.75

Atom charges from the Mulliken analysis, given in e for atoms 1 to 2: atom 1 (Fe): 0.547, atom 2 (C): -2.374

Record 3
# C30H42BrClN2P2Pt

A molecular structure, C30H42BrClN2P2Pt in a non-equilibrium geometry (ωB97M-V/def2-TZVPD, the OMol25 dataset).

Cartesian coordinates (Å):
C1 -0.376 -2.327 -7.468
C2 -0.689 -1.221 -6.672
C3 -1.347 -0.143 -7.270
C4 -1.647 -0.228 -8.625
N1 -1.351 -1.269 -9.416
C5 -0.730 -2.292 -8.812
C6 -0.383 -1.208 -5.252
C7 -0.170 -1.288 -4.042
C8 0.080 -1.294 -2.663
C9 -0.146 -2.435 -1.876
C10 0.205 -2.375 -0.515
C11 0.705 -1.171 -0.080
C12 0.947 -0.030 -0.870
C13 0.605 -0.053 -2.203
Pt1 1.076 -0.117 1.649
P1 -0.995 -1.045 2.422
H1 -1.666 0.737 -6.721
H2 0.096 -3.225 -7.081
H3 -2.166 0.580 -9.131
H4 -0.516 -3.135 -9.460
H5 0.701 0.831 -2.868
H6 -0.601 -3.281 -2.390
H7 1.337 0.883 -0.421
H8 0.068 -3.174 0.170
C14 -1.183 -0.775 4.218
C15 -2.606 -0.577 4.742
H9 -0.541 0.095 4.432
H10 -0.672 -1.642 4.685
H11 -2.568 -0.475 5.828
H12 -3.063 0.332 4.344
H13 -3.256 -1.426 4.527
C16 -2.283 -0.164 1.450
C17 -3.324 -1.020 0.732
H14 -1.708 0.440 0.728
H15 -2.767 0.547 2.137
H16 -3.956 -0.352 0.130
H17 -2.875 -1.758 0.054
H18 -3.981 -1.543 1.437
C18 -1.483 -2.853 2.263
C19 -2.638 -3.379 3.092
H19 -0.564 -3.416 2.560
H20 -1.628 -3.086 1.202
H21 -2.835 -4.426 2.837
H22 -2.418 -3.353 4.161
H23 -3.576 -2.848 2.918
Br1 1.493 -2.854 2.547
P2 0.277 3.333 1.368
C20 -1.243 2.689 2.128
C21 -2.030 3.714 2.986
H24 -0.922 1.822 2.750
H25 -1.877 2.355 1.287
H26 -3.054 3.354 3.170
H27 -1.562 3.861 3.971
H28 -2.121 4.707 2.514
C22 1.837 2.792 2.106
C23 2.793 3.998 2.337
H29 2.284 2.025 1.437
H30 1.588 2.335 3.088
H31 3.579 3.736 3.057
H32 3.292 4.313 1.411
H33 2.271 4.883 2.731
C24 0.205 3.220 -0.459
C25 -0.479 4.395 -1.208
H34 -0.306 2.272 -0.704
H35 1.258 3.172 -0.793
H36 -0.223 4.327 -2.276
H37 -1.575 4.356 -1.139
H38 -0.150 5.384 -0.854
Cl1 5.254 -2.745 -1.618
C26 4.854 -1.990 -0.118
C27 5.847 -1.573 0.766
C28 5.421 -0.907 1.912
C29 4.075 -0.507 2.058
N2 3.158 -0.789 1.117
C30 3.502 -1.622 0.109
H39 6.909 -1.716 0.520
H40 6.104 -0.583 2.670
H41 3.679 0.088 2.888
H42 2.751 -1.890 -0.642

Values from the calculation:
- 2S+1 = 5
- energy relative to the best compared isomer or geometry (same formula, charge and spin) (kJ/mol) = 0.0
- charge = +4
- E_HOMO (spin up / spin down) (eV) = -18.99 / -18.94

Atom charges from the Mulliken analysis, given in e for atoms 1 to 2: atom 1 (C): -0.210, atom 2 (C): 0.590

Record 4
# C30H42Cl3F4N3O15S

5 unconnected molecules or ions with the total composition C30H42Cl3F4N3O15S (ωB97M-V/def2-TZVPD, the OMol25 dataset).

Cartesian coordinates (Å):
H1 -1.343 -0.467 7.172
N1 -1.121 0.508 7.358
C1 0.093 0.711 7.074
N2 0.626 1.999 7.210
N3 0.938 -0.339 6.613
C2 1.970 -0.034 5.610
C3 1.681 -0.709 4.271
C4 0.233 -0.413 3.876
C5 -0.206 -0.634 2.428
C6 0.621 -0.063 1.218
C7 1.953 -0.813 1.063
Cl1 1.726 -2.544 1.158
C8 3.195 -0.373 0.868
C9 3.695 1.044 0.796
Cl2 4.482 -1.534 0.696
C10 -0.312 -0.300 -0.051
C11 0.385 -0.808 -1.324
C12 1.379 0.145 -2.014
C13 2.719 -0.501 -2.386
Cl3 2.836 -0.733 -4.173
C14 -1.214 0.910 -0.414
C15 -2.446 0.484 -1.248
C16 -3.357 -0.528 -0.611
C17 -3.422 -1.795 -0.961
C18 -1.734 1.713 0.775
O1 -0.728 2.065 1.769
S1 0.765 1.723 1.497
O2 1.196 2.387 0.307
O3 1.453 1.979 2.722
H2 0.193 2.681 6.600
H3 1.627 2.025 7.075
H4 1.342 -0.833 7.399
H5 1.987 1.039 5.393
H6 2.964 -0.291 5.987
H7 2.381 -0.268 3.560
H8 1.870 -1.785 4.334
H9 0.000 0.618 4.158
H10 -0.417 -1.030 4.503
H11 -0.368 -1.690 2.222
H12 -1.196 -0.183 2.347
H13 3.435 1.604 1.694
H14 4.781 1.032 0.720
H15 3.304 1.572 -0.072
H16 -0.989 -1.101 0.260
H17 0.853 -1.777 -1.149
H18 -0.419 -1.022 -2.033
H19 0.929 0.489 -2.946
H20 1.556 1.047 -1.429
H21 2.846 -1.494 -1.960
H22 3.564 0.129 -2.119
H23 -0.649 1.596 -1.047
H24 -2.124 0.139 -2.231
H25 -3.031 1.391 -1.437
H26 -4.022 -0.174 0.174
H27 -2.711 -2.222 -1.663
H28 -4.231 -2.433 -0.631
H29 -2.513 1.184 1.325
H30 -2.167 2.653 0.433
O4 -1.269 1.420 -4.619
C19 -0.438 1.769 -5.391
O5 0.885 1.819 -5.127
C20 1.585 2.125 -6.335
C21 0.502 2.802 -7.154
F1 0.614 2.552 -8.476
O6 -0.678 2.191 -6.661
H31 1.904 1.199 -6.815
H32 2.446 2.749 -6.124
H33 0.428 3.881 -7.008
O7 5.024 0.109 -10.693
C22 5.190 0.108 -9.523
O8 6.209 -0.505 -8.874
C23 6.156 -0.144 -7.493
C24 4.703 0.254 -7.330
F2 4.540 1.261 -6.436
O9 4.369 0.723 -8.617
H34 6.803 0.717 -7.314
H35 6.460 -0.979 -6.871
H36 4.036 -0.566 -7.056
O10 -4.696 -5.047 -2.508
C25 -4.731 -5.468 -1.404
O11 -4.262 -6.676 -1.009
C26 -4.338 -6.753 0.415
C27 -5.405 -5.721 0.730
F3 -5.178 -5.085 1.904
O12 -5.260 -4.805 -0.334
H37 -3.385 -6.450 0.850
H38 -4.590 -7.763 0.723
H39 -6.426 -6.105 0.734
O13 -3.847 2.574 2.664
C28 -3.717 2.793 3.824
O14 -2.649 2.438 4.566
C29 -2.791 2.999 5.876
C30 -4.286 3.221 5.957
F4 -4.617 4.317 6.679
O15 -4.638 3.428 4.600
H40 -2.268 3.957 5.919
H41 -2.398 2.314 6.624
H42 -4.852 2.370 6.339

Values from the calculation:
- structure (SMILES) = [H]/N=C(/N)NCCCC[C@@]1(/C(Cl)=C(\C)Cl)[C@H](CCCCl)[C@@H](CC=C)COS1(=O)=O.O=C1OC[C@@H](F)O1.O=C1OC[C@@H](F)O1.O=C1OC[C@@H](F)O1.O=C1OC[C@@H](F)O1
- charge = 0
- E_HOMO (eV) = -9.33

Atom charges from the Mulliken analysis, given in e for atoms 1 to 2: atom 1 (H): 0.232, atom 2 (N): -0.721

Record 5
# C30H42MnN4OP2

A molecular structure, C30H42MnN4OP2 in a non-equilibrium geometry (ωB97M-V/def2-TZVPD, the OMol25 dataset).

Cartesian coordinates (Å):
Mn1 -0.507 1.385 -2.102
C1 -1.914 1.779 -6.906
C2 -2.039 0.441 -6.710
C3 -1.154 -0.608 -7.327
C4 0.363 -0.315 -7.368
C5 0.934 0.458 -6.248
C6 0.780 1.792 -6.076
C7 0.446 2.670 -7.228
C8 -0.931 2.391 -7.875
C9 1.339 0.923 -0.428
H1 -2.696 2.501 -6.590
H2 -2.999 0.035 -6.371
H3 -1.432 -0.852 -8.370
H4 -1.315 -1.542 -6.780
H5 0.856 -1.284 -7.286
H6 0.610 0.043 -8.373
H7 1.814 -0.049 -5.754
H8 1.046 2.317 -5.156
H9 1.202 2.565 -8.024
H10 0.467 3.727 -6.935
H11 -1.343 3.368 -8.185
H12 -0.786 1.792 -8.797
H13 0.709 1.818 -0.195
H14 2.314 1.491 -0.353
H15 1.230 0.234 0.471
P1 1.475 -0.082 -2.111
P2 -1.424 -1.327 -1.866
N1 2.593 0.978 -2.922
N2 2.513 -1.408 -1.554
N3 -2.406 0.034 -2.543
N4 -2.771 -2.309 -1.598
C10 0.693 -0.990 -3.570
C11 -0.561 -1.861 -3.361
C12 2.711 2.332 -2.575
C13 3.882 2.860 -3.138
C14 4.454 1.811 -3.942
C15 3.636 0.673 -3.797
C16 3.388 -1.230 -0.488
C17 4.081 -2.396 -0.248
C18 3.632 -3.344 -1.222
C19 2.676 -2.718 -1.998
C20 -2.555 1.273 -1.815
C21 -2.617 2.309 -2.806
C22 -2.942 1.668 -4.012
C23 -2.763 0.309 -3.837
C24 -4.005 -2.260 -2.241
C25 -4.959 -2.910 -1.487
C26 -4.299 -3.398 -0.323
C27 -2.991 -2.993 -0.402
H16 1.448 -1.575 -4.105
H17 0.478 -0.221 -4.311
H18 -1.257 -1.835 -4.204
H19 -0.273 -2.926 -3.303
H20 2.039 2.821 -1.907
H21 4.294 3.844 -3.003
H22 5.337 1.850 -4.544
H23 3.689 -0.305 -4.212
H24 3.467 -0.279 0.033
H25 4.814 -2.593 0.520
H26 3.932 -4.377 -1.344
H27 2.090 -3.059 -2.839
H28 -3.011 1.305 -0.833
H29 -2.558 3.359 -2.591
H30 -3.400 2.079 -4.894
H31 -3.036 -0.528 -4.473
H32 -4.083 -1.727 -3.157
H33 -5.992 -2.984 -1.740
H34 -4.760 -3.963 0.468
H35 -2.165 -3.177 0.257
C28 -0.960 0.538 2.559
C29 -1.739 -0.071 1.364
C30 -3.246 0.099 1.635
O1 -1.329 0.360 0.159
H36 -1.211 1.599 2.626
H37 0.109 0.477 2.367
H38 -1.197 0.056 3.520
H39 -1.547 -1.180 1.455
H40 -3.488 1.173 1.666
H41 -3.813 -0.410 0.853
H42 -3.513 -0.364 2.596

Values from the calculation:
- 2S+1 = 6
- energy relative to the best compared isomer or geometry (same formula, charge and spin) (kJ/mol) = 552.1
- charge = 0
- E_HOMO (spin up / spin down) (eV) = -6.10 / -6.23

Atom charges from the Mulliken analysis, given in e for atoms 1 to 2: atom 1 (Mn): 0.011, atom 2 (C): -0.496